Record 1
{"formula": "C31H33BrGe2N2O2V", "method": "the ωB97M-V functional and the def2-TZVPD basis", "species": ["H", "H", "C", "H", "H", "C", "H", "C", "C", "C", "C", "H", "H", "H", "H", "C", "H", "H", "H", "V", "C", "C", "H", "H", "H", "C", "C", "C", "C", "H", "H", "Ge", "H", "H", "C", "H", "H", "H", "C", "H", "C", "O", "H", "C", "H", "C", "Ge", "C", "C", "C", "C", "C", "C", "O", "H", "H", "H", "H", "N", "N", "H", "H", "H", "C", "C", "C", "C", "C", "H", "C", "Br", "C"], "positions_angstrom": [[3.39163, 3.54434, -2.03931], [-5.71924, 0.25400, 3.61707], [5.34556, -1.71066, 1.17668], [-3.17074, 1.58370, 0.62601], [0.46955, -2.67939, -1.93686], [-3.43454, 1.69569, -3.33928], [1.99969, 2.15675, -2.34477], [-5.18521, -0.02098, 2.78260], [0.99659, 5.40036, 0.31754], [1.51480, 3.54977, -1.09035], [5.16325, -4.01646, 0.54283], [6.84201, -2.76889, 0.06111], [5.59500, -4.88541, 0.08561], [3.77514, -0.04054, 3.05473], [5.91724, -0.73489, 1.18807], [-4.47139, 1.00980, 2.18200], [2.22536, -2.92333, 1.93506], [-5.93847, -2.04358, 2.56741], [-4.19903, 0.52034, -1.76313], [-0.09756, 0.91859, -0.56968], [-1.19735, 1.37306, -3.97650], [-3.60061, 0.71478, 1.14447], [-2.44326, 2.46594, -5.17685], [-4.63292, 2.03197, 2.52171], [0.51762, 3.24126, 2.39578], [-5.21140, -1.29063, 2.23631], [-0.53372, 3.38507, 0.44388], [-3.29180, 0.80819, -2.29242], [-4.31082, -1.59514, 1.17728], [-1.26859, 4.05781, 0.87647], [4.01501, 5.73651, -1.13177], [-1.22753, -3.32820, -0.29926], [0.39793, 5.95774, 1.06952], [2.53621, 6.96209, 0.35879], [-3.49194, -0.59877, 0.68404], [-2.62894, -4.88022, -1.75926], [-2.56322, -5.43419, -0.12684], [-0.02672, -2.72045, 1.77167], [2.47324, 0.07274, 1.43614], [0.23755, -4.45448, -1.97912], [-0.80284, -3.46167, 1.52599], [-1.13764, 2.43216, -0.40303], [3.37135, -5.00464, 1.05440], [4.07265, -1.77874, 1.71797], [-4.17990, -2.60105, 0.77979], [3.07613, 5.33422, -0.88205], [-1.87087, -0.98368, -0.46345], [2.25002, 5.98929, 0.01320], [3.31434, -2.91011, 1.69882], [3.46525, -0.48058, 2.10037], [1.70077, 1.14479, 1.91441], [-2.36885, 1.98307, -4.23517], [0.58710, 4.16219, -0.19800], [1.38786, 2.18646, -1.59785], [1.27240, -3.67023, -0.66710], [-3.63395, -4.13340, -0.50523], [-0.41430, 1.48917, -4.74147], [-0.15447, -0.22883, -2.93530], [0.02372, 2.66324, 1.66529], [0.78602, 1.68200, 1.21036], [-4.43467, 2.11232, -3.50430], [-1.67698, -3.27429, 2.24618], [-0.42623, -4.44693, 1.74873], [-1.00033, 0.45373, -2.90499], [3.88446, -4.03351, 1.15731], [-2.66334, -4.54283, -0.76153], [0.41263, -3.59582, -1.31618], [2.71215, 4.12222, -1.42425], [1.84540, 1.45650, 2.95409], [5.86463, -2.82840, 0.55017], [2.04257, -0.72262, -0.19269], [-2.07349, 0.17170, -2.03186]], "lumo_energy_ha": [-0.1150, -0.1126], "largest_force_ev_per_a": 2.8, "e_tot_ev": -248511.118, "gap_ev": [7.261, 6.620], "s_squared": 2.256, "homo_energy_ev": [-10.4, -9.7], "spin_multiplicity": 3, "total_charge": 1}

=====

Record 2
{"formula": "C10H17N3O", "method": "the ωB97M-V functional and the def2-TZVPD basis", "species": ["H", "O", "H", "H", "C", "C", "H", "H", "C", "C", "H", "H", "C", "H", "C", "H", "N", "N", "H", "C", "H", "C", "H", "C", "H", "H", "H", "C", "N", "H", "H"], "positions_angstrom": [[-2.64422, 2.41551, 0.51868], [3.91269, 0.78237, -0.92235], [-1.70852, 2.87486, -1.73959], [0.30965, -1.86605, 0.69618], [-1.20771, 2.13951, -1.11912], [-0.21141, 0.19059, 0.84322], [1.11132, -1.15280, -2.46178], [0.63356, 0.28908, 1.65363], [2.82904, 1.03238, -0.41936], [-1.79772, 1.79449, 0.15998], [-0.64409, -1.05244, 2.95318], [-1.51051, -2.69529, 2.51534], [-1.71239, -1.64560, -0.33197], [1.67079, 2.49649, 0.52702], [-0.01240, 1.61188, -1.42900], [-1.56567, -2.76158, -0.48199], [0.43747, 0.61924, -0.57301], [-1.26441, 1.04877, 1.09485], [-1.50425, -1.20401, -1.31513], [1.96172, -0.79475, -1.92543], [3.36118, 2.60088, 0.70002], [-1.28595, -1.60371, 2.24306], [2.91854, -0.35616, -2.49323], [2.55258, 1.92443, 0.67807], [0.55224, 1.56059, -2.33428], [-2.67168, -1.37805, -0.09635], [2.56581, 1.38444, 1.63447], [-0.69207, -1.27699, 0.82089], [1.73364, 0.30179, -0.91353], [2.34479, -1.59935, -1.32343], [-2.19614, -1.02904, 2.22055]], "lumo_energy_ha": 0.0175, "largest_force_ev_per_a": 4.4, "e_tot_ev": -17160.455, "gap_ev": 8.580, "homo_energy_ev": -8.1, "smiles": "CC(=O)N(C)N1C=CC=N[C@H]1C(C)C", "spin_multiplicity": 1}

=====

Record 3
{"formula": "H2LiO", "method": "the ωB97M-V functional and the def2-TZVPD basis", "species": ["H", "Li", "O", "H"], "positions_angstrom": [[1.58705, -0.28796, 2.24161], [-0.08307, -0.01678, -0.18116], [0.82841, 0.16113, 1.80453], [0.61872, 0.92215, 2.39200]], "lumo_energy_ha": -0.1874, "largest_force_ev_per_a": 0.9, "e_tot_ev": -2279.120, "gap_ev": 12.500, "homo_energy_ev": -17.6, "spin_multiplicity": 1, "total_charge": 1}

=====

Record 4
{"formula": "C34H94O32P6", "method": "the ωB97M-V functional and the def2-TZVPD basis", "species": ["P", "H", "H", "H", "H", "H", "H", "C", "H", "O", "O", "C", "H", "C", "O", "H", "C", "C", "O", "O", "H", "H", "O", "H", "H", "H", "H", "C", "C", "H", "C", "H", "H", "O", "C", "H", "H", "H", "H", "H", "H", "O", "C", "H", "H", "C", "C", "C", "H", "H", "O", "C", "H", "H", "O", "H", "P", "H", "H", "H", "O", "H", "O", "H", "C", "H", "H", "O", "H", "C", "H", "H", "H", "H", "C", "O", "H", "P", "O", "H", "H", "H", "C", "C", "O", "H", "O", "H", "H", "H", "H", "H", "C", "C", "H", "C", "H", "H", "O", "H", "H", "C", "O", "H", "H", "H", "H", "C", "H", "H", "C", "H", "H", "O", "H", "O", "H", "O", "C", "P", "H", "H", "H", "O", "O", "H", "O", "H", "C", "P", "O", "C", "H", "O", "O", "C", "C", "C", "H", "H", "H", "H", "H", "H", "H", "H", "H", "O", "H", "P", "H", "C", "H", "H", "H", "H", "C", "H", "H", "O", "H", "O", "C", "H", "O", "H"], "positions_angstrom": [[4.55032, 0.04698, -1.46485], [-3.27298, -7.49290, -3.31750], [1.71395, -1.61196, -1.47689], [3.71217, -0.17327, 1.50976], [1.17988, -3.59072, 1.14090], [-3.87138, -0.09741, -5.77401], [3.90617, 0.39926, 6.62933], [4.20715, -4.61765, 0.60369], [1.46237, -6.13858, 1.36811], [-5.93812, -4.96116, -3.93286], [5.28197, 0.67946, -2.54780], [-0.61939, -0.00653, -0.26794], [-2.76014, 4.12488, -1.57730], [1.01218, -1.07182, -8.64150], [-0.18146, -1.31630, -7.91218], [4.12277, 2.29701, 2.14118], [0.32268, 5.15318, -1.80596], [7.13523, 4.05576, 3.77765], [-2.01321, -0.48251, -9.43584], [-0.38069, -0.47391, 7.44973], [-6.14061, -3.15514, -6.31506], [2.87579, -2.86101, -1.12137], [4.81625, 0.64746, 3.09961], [-4.69067, 1.12964, 1.35939], [-2.41654, 2.40977, -1.86111], [6.45685, -1.94531, -1.38526], [-1.39829, 0.62591, 0.18472], [3.20227, -0.28861, 6.16863], [1.58445, 7.23015, 1.95443], [-0.91985, 1.13577, 8.60464], [-6.27459, -4.05716, -6.90814], [6.80918, 5.05723, 3.47528], [-2.76901, -2.10689, -3.07097], [-2.42874, -1.24405, -1.16099], [2.71016, -3.71304, 4.04701], [4.75457, -4.46800, -0.32265], [-5.86309, -3.86724, -7.89991], [4.39095, -1.28096, 2.60709], [-6.24242, -3.61774, -2.37253], [4.08493, -3.65779, 1.11987], [2.59131, 5.44829, -3.24336], [0.24520, 0.62494, 5.21115], [-0.58677, 6.90428, 4.98386], [0.05383, -2.41204, 3.76392], [-1.24300, -0.52598, -11.33235], [3.00150, 2.18015, -1.07568], [6.34571, -1.56693, -0.36464], [-3.36639, -1.62006, 1.84029], [1.83352, -1.60065, -8.15548], [-0.72213, -3.25590, 5.13910], [0.58758, 6.09873, 4.87683], [5.12279, 2.88583, 3.91014], [-3.77877, 1.04276, -0.16823], [3.59391, -1.30193, 6.20089], [0.56943, 6.32561, 2.38619], [0.21851, 2.46282, 2.42031], [-4.79475, -4.99943, -5.03911], [3.06974, 0.02679, 5.13458], [-3.59138, -0.61493, -2.76598], [-2.40893, 0.90319, -5.89764], [-5.36959, -0.23792, -0.06011], [0.49913, 4.29253, 0.12979], [1.15993, 4.19842, -2.42308], [-3.29657, -2.12354, 0.87419], [-5.63151, -4.48425, -2.61547], [-7.32394, -4.31440, -7.03143], [-2.37763, 0.80144, -10.99810], [2.26910, -3.21534, 2.82199], [-0.40976, 5.57067, -2.50719], [2.21812, -5.38414, 1.59356], [2.97939, -0.36046, 3.12821], [5.32790, 2.54714, 4.93613], [0.96168, 5.98895, -1.47552], [1.06808, -1.17022, 2.28988], [-3.09489, -6.63835, -3.97048], [3.54687, 0.92886, -0.63992], [1.14612, 8.19885, 1.71474], [0.94544, 5.30691, 3.55142], [2.32101, 4.83087, 3.58193], [-1.27337, 6.42297, 5.68432], [-0.30043, 0.01110, 2.40598], [2.35349, 3.88957, -4.01726], [3.92378, -0.29165, 2.57491], [4.22987, 1.93355, 3.17362], [-0.88781, 1.13779, -7.81081], [-5.97301, -5.23828, -1.90033], [-3.85539, -3.88400, -4.97453], [-1.53262, 3.60331, -2.81067], [-0.84248, 2.38126, 3.81656], [-2.16581, -6.78634, -4.51817], [-4.57254, -4.33419, -2.43035], [-0.74039, 0.89956, -10.34168], [0.44219, -0.46681, 1.74912], [1.50458, -4.12170, 2.03704], [2.84711, -1.42665, -0.06540], [1.82794, 4.72236, -3.55340], [0.96935, -1.54873, -9.62811], [1.26326, -0.01749, -8.73181], [-0.16093, -1.00143, 0.59879], [-5.35222, 1.82014, -0.16648], [1.09573, 0.38151, 1.47868], [-2.79250, -0.11893, -5.88986], [-4.70852, -1.25037, 2.14205], [-2.32693, -0.59185, -5.02467], [-1.21209, -1.59908, 4.73765], [-0.95655, 5.29838, -0.12195], [3.58139, 2.60464, -1.89242], [-1.19864, -0.63228, -1.50415], [-2.23012, 0.12378, 8.07708], [-2.97551, -2.32981, 2.56889], [0.06183, 2.84155, 3.43174], [4.82154, -5.24179, 1.27198], [2.89360, -5.78530, 2.35690], [3.68792, -1.18946, -1.96275], [0.91156, 2.61387, 4.06417], [5.39237, -0.53311, -0.26892], [-0.51957, -1.40591, -1.88628], [1.98582, -0.20038, 6.92025], [-0.29829, 4.54006, -0.57099], [0.59155, -0.38064, 6.22223], [0.61285, -4.39558, 2.62009], [-1.35542, 0.11736, -2.29021], [7.16481, 4.01175, 4.87450], [-4.16255, -6.43970, -4.88219], [-6.07294, -2.61635, 0.40102], [-1.11544, 7.00105, 4.03837], [-1.00487, 3.34083, -0.80427], [-7.50645, -2.41480, 2.76926], [2.71170, -1.78348, -1.08340], [-1.33877, -0.23647, -8.02985], [-7.01804, -0.63469, 1.74333], [-1.97271, 3.40639, -1.83130], [3.06209, 2.86369, -0.22926], [6.33158, 3.05873, 3.20498], [-2.41232, -0.82164, -7.07244], [-7.73193, -1.34947, 2.75300], [-0.37738, -2.29823, 4.75322], [-4.77364, 1.01398, 0.28050], [-1.46346, 1.24357, 6.89847], [3.24016, 1.94668, 3.64887], [-8.79459, -1.20022, 2.58450], [0.17218, 0.68130, -0.60503], [-0.30685, 7.86693, 5.40295], [3.51619, -4.45814, 3.97676], [3.09782, -2.90290, 4.65772], [-7.45370, -0.92805, 3.71921], [2.02738, 6.85955, 1.02698], [-0.20309, 4.26005, 3.34923], [7.32916, -1.21140, -0.05921], [-5.81006, -1.30988, 0.99089], [6.05257, -2.39824, 0.27679], [-3.24445, -1.53225, -2.26336], [2.37314, 7.37008, 2.69209], [1.91715, -4.21976, 4.61766], [1.96128, 2.04264, -1.35358], [-2.94988, -5.79474, -3.29057], [-1.30125, 0.58356, 7.74490], [-2.71863, -0.74645, 1.77838], [8.16543, 3.89476, 3.45567], [2.95827, -5.23723, 0.39164], [-4.10415, -2.09946, -1.91652], [-5.60517, -5.20126, -6.35948], [-1.54866, 0.21829, -10.60082], [4.56491, 3.82925, 3.98641], [0.65561, -1.85459, 5.65455], [1.13212, 5.18891, -4.25511]], "lumo_energy_ha": 0.0156, "largest_force_ev_per_a": 1.6, "e_tot_ev": -158045.165, "gap_ev": 9.712, "homo_energy_ev": -9.3, "smiles": "COP(=O)(OC)OC.COP(=O)(OC)OC.COP(=O)(OC)OC.COP(=O)(OC)OC.COP(=O)(OC)OC.COP(=O)(OC)OC.COCCOC.COCCOC.COCCOC.COCCOC", "spin_multiplicity": 1}

=====

Record 5
{"formula": "C4H8ClNO", "method": "the ωB97M-V functional and the def2-TZVPD basis", "species": ["O", "C", "C", "C", "H", "H", "C", "H", "H", "H", "N", "H", "Cl", "H", "H"], "positions_angstrom": [[-0.17816, 1.70744, -0.25767], [1.16184, 1.30532, 0.06466], [0.36268, -1.06077, 0.00975], [-1.06067, -0.88978, 0.52064], [1.95046, 1.68704, -0.58908], [-1.24895, -1.84713, 1.02999], [1.33294, -0.15099, -0.05538], [0.51724, -2.07393, -0.56524], [-1.80485, 0.19766, -0.98749], [-0.44886, 2.49412, 0.27467], [-2.05290, -0.70522, -0.50746], [-1.06767, -0.13094, 1.33048], [3.05409, -0.60296, -0.17658], [1.44312, 1.53375, 1.07550], [-1.96032, -1.46359, -1.16677]], "lumo_energy_ha": 0.0236, "largest_force_ev_per_a": 2.7, "e_tot_ev": -20336.241, "gap_ev": 9.443, "homo_energy_ev": -8.8, "smiles": "NC/C=C(/Cl)CO", "spin_multiplicity": 1}

=====

Calculated values (kJ/mol) of energy relative to the best compared isomer or geometry (same formula, charge and spin) for the records, taken in order: 0.0 203.5 20.6 0.0 145.7.